[1]
{"formula": "C14H18Br2N2OP", "method": "the ωB97M-V functional and the def2-TZVPD basis", "elements": ["H", "O", "C", "H", "C", "H", "H", "C", "Br", "C", "C", "N", "H", "H", "C", "C", "H", "H", "H", "P", "H", "C", "H", "Br", "C", "H", "C", "H", "C", "N", "C", "H", "H", "H", "C", "H", "C", "H"], "positions_angstrom": [[3.01852, -0.25852, 0.39762], [-2.98984, -1.29552, -1.66082], [1.47441, -1.89364, -1.40110], [-1.65708, 3.22832, 2.54249], [-0.09759, -1.80772, -0.86450], [-1.70279, -2.42910, 0.93109], [4.54185, -3.40069, -0.13950], [4.71833, -1.26674, -0.92180], [4.29227, -3.74000, -2.70495], [2.13157, -3.35290, 0.75393], [0.60679, -3.33293, 1.39055], [-2.44659, 4.42025, 1.05576], [4.70310, 0.57319, 0.59721], [0.09565, 1.10926, -1.09541], [-4.85062, 3.04572, 1.44928], [-3.72744, 2.72748, 2.20539], [5.86364, -1.51974, -0.69974], [4.37541, -1.15017, 1.35598], [-3.43565, 5.49770, -0.39840], [-1.33204, -0.77717, -1.96288], [4.62205, -0.67782, -1.92851], [-1.07243, 1.03874, -1.31032], [-5.62339, 4.32675, -0.10971], [1.93247, -0.92075, -3.12210], [-3.55324, 4.70559, 0.33579], [2.96663, -3.91902, 1.35250], [-0.59439, -2.53162, 0.55638], [-5.78412, 2.51193, 1.60187], [-2.55974, 3.43733, 1.97577], [2.51312, -2.66467, -0.57366], [-4.76596, 4.05460, 0.49529], [-3.76048, 1.94582, 2.95584], [-1.43389, 1.85225, -2.07040], [0.31562, -3.82941, 2.41704], [3.97137, -2.76211, -0.97134], [-1.59738, 1.08343, -0.25977], [4.17498, -0.45825, 0.40415], [-3.33312, -1.56985, -2.57903]], "homo_energy_ev": -11.6337, "gap_ev": 6.38, "total_energy_ev": -169195.268, "charge": 1}

---

[2]
{"formula": "C19H14Br2N3OSc", "method": "the ωB97M-V functional and the def2-TZVPD basis", "elements": ["H", "C", "H", "H", "H", "H", "H", "Sc", "N", "C", "C", "H", "C", "C", "C", "C", "C", "N", "C", "C", "C", "H", "H", "H", "H", "C", "H", "C", "H", "Br", "C", "H", "Br", "C", "C", "N", "C", "C", "C", "O"], "positions_angstrom": [[0.01032, -2.92544, 0.85773], [4.54403, 0.37557, 1.12616], [-4.29450, 1.61979, -3.52440], [5.65808, -2.01690, 1.72466], [-0.04317, -2.23573, 2.31966], [4.42511, -4.12824, 2.07033], [-5.57554, 3.13548, 0.89618], [-0.34657, -0.07444, 0.61184], [-1.59119, 0.37531, -1.07880], [3.89858, -3.21544, 1.83085], [3.88322, -0.85782, 1.32438], [5.62268, 0.41343, 1.21876], [-0.30412, -0.69156, -2.83121], [2.44323, 1.40307, 0.71726], [2.48002, -0.88328, 1.20071], [-4.74399, 2.32505, -0.88589], [-3.74056, 2.08079, 1.30487], [1.78233, 0.26398, 0.88399], [-2.46165, 0.55016, -3.28333], [-2.67018, 1.10127, -0.60870], [3.83181, 1.50592, 0.83009], [-2.35406, 0.31904, -4.33312], [0.63401, -0.23196, -2.50579], [1.95920, -4.16133, 1.91907], [-0.35405, -1.71531, -2.44977], [-3.67703, 1.57473, -1.46340], [-0.26460, -0.76074, -3.91546], [2.49128, -3.23500, 1.73598], [4.30963, 2.46299, 0.68259], [-6.11802, 2.99073, -1.97012], [-2.70823, 1.35995, 0.77796], [1.84790, 2.27919, 0.48320], [-3.81512, 2.44463, 3.13033], [-4.76896, 2.56579, 0.45706], [-3.53941, 1.27259, -2.83091], [0.32298, -2.10341, 1.37400], [1.79500, -2.10050, 1.43290], [4.57980, -2.04946, 1.63843], [-1.48957, 0.10699, -2.38266], [-1.65871, 0.86012, 1.51458]], "homo_energy_ev": -13.9722, "gap_ev": 6.92, "total_energy_ev": -187223.001, "charge": 2}

---

[3]
{"formula": "C36H86N2O8", "method": "the ωB97M-V functional and the def2-TZVPD basis", "elements": ["H", "C", "C", "C", "H", "H", "H", "H", "H", "H", "H", "O", "H", "H", "C", "N", "H", "C", "H", "H", "C", "H", "C", "H", "H", "C", "H", "H", "H", "H", "C", "O", "C", "H", "H", "C", "C", "C", "H", "H", "C", "H", "C", "C", "C", "H", "H", "H", "H", "H", "C", "H", "H", "H", "C", "C", "H", "H", "O", "H", "H", "H", "H", "O", "C", "H", "H", "H", "C", "H", "H", "H", "C", "H", "H", "H", "H", "H", "H", "C", "H", "H", "H", "H", "H", "N", "C", "H", "C", "H", "C", "H", "H", "H", "C", "H", "H", "H", "H", "C", "C", "C", "C", "H", "O", "H", "C", "H", "H", "H", "C", "O", "H", "H", "C", "H", "H", "O", "H", "C", "H", "H", "H", "H", "H", "O", "H", "H", "H", "H", "H", "H"], "positions_angstrom": [[-2.45208, 3.04708, -2.95815], [-3.24454, 2.88922, 3.70639], [0.44569, -0.22257, -0.23320], [-4.93632, 1.01202, 3.62335], [-1.26320, 0.04337, -3.34247], [-0.58860, -2.23630, -1.80553], [-3.09251, -2.85203, 0.65985], [5.61435, 7.41026, 2.80745], [1.20680, -3.55286, -5.76530], [2.16314, -2.93603, 3.15793], [4.37907, -3.67308, -3.52969], [5.36245, 4.05466, 4.02453], [-0.88476, 4.34255, 0.49732], [-4.80758, 0.71338, -3.76069], [-3.34778, -0.79406, -3.22205], [5.10702, 4.04401, 2.65726], [-2.55555, 4.75967, -2.48566], [-4.78441, -0.37084, -3.65104], [-4.08957, -1.67795, 2.86749], [-5.86271, -1.84558, 2.80585], [-5.02022, -2.59764, 1.05744], [-6.01589, -3.02870, 0.95287], [-2.52369, 3.46238, -0.84070], [-1.80417, -5.02893, -1.12259], [-2.84155, 0.73362, 3.49856], [-0.41078, -0.55598, 2.08527], [-1.39147, -2.51073, 3.86943], [4.63304, 6.42862, 3.70070], [2.03623, -3.56667, -7.39017], [5.87057, 3.25813, 4.19463], [-0.87987, -2.94446, 3.01022], [-3.52769, 1.57969, 1.80976], [-4.91405, -2.30539, 2.52888], [-0.62143, -4.84503, -3.36033], [-1.74564, -3.02751, 2.35321], [2.09192, -3.28014, -6.33999], [5.65853, 5.32050, 2.03178], [-1.93272, 4.43826, 0.21322], [-4.58102, -1.37695, -0.42002], [1.45145, -1.59991, 4.13436], [-2.01588, -5.72036, -1.93819], [5.24784, 6.39729, 0.27134], [1.53851, -2.04289, 3.14225], [3.93560, 3.27744, 0.70614], [-3.52656, 1.51608, 3.17202], [-4.12604, -5.01420, -1.96185], [-3.22279, -4.30504, -3.30666], [-5.68560, 1.80249, 3.58053], [-3.48816, 2.99985, 4.76304], [-1.46057, -0.71788, 1.84064], [4.11482, 4.68779, 0.00374], [-2.11926, 5.50716, 0.10951], [3.17726, 1.26454, 2.53053], [4.79158, 2.66508, 0.42256], [2.45969, -1.69440, -0.07823], [3.93454, 3.36699, 2.21462], [2.79074, -4.43951, -3.73973], [7.40114, 5.22862, 3.31447], [3.86762, -4.98295, -6.14106], [2.84920, -2.71373, -3.79785], [-4.12731, -3.31497, -0.64427], [-2.85755, -7.42544, -2.22233], [4.97726, 1.48814, 2.38884], [-2.26928, -6.99939, -1.59463], [5.40602, 5.35166, 0.53540], [-4.12328, 0.85992, 1.58881], [-0.16599, 1.33493, 1.19404], [2.51399, 5.05395, 2.30880], [2.65347, 4.05432, 2.72036], [4.35612, -3.07767, -5.85519], [-5.35548, 0.34704, 2.86822], [4.19734, 1.98543, 3.80333], [3.42248, -3.60643, -4.04794], [-4.96967, -0.79124, -4.63950], [0.11307, -4.29971, 0.40893], [2.88146, -2.69778, -0.01944], [-0.39289, 0.02821, 3.00532], [2.79111, -1.20420, 0.83717], [-3.51582, 0.34748, -1.65121], [0.47616, -2.28243, -1.57694], [2.68748, 4.11658, 3.80804], [-3.17049, -1.86931, -3.24467], [7.71954, 6.32283, 1.97659], [0.92416, -3.27474, -1.62913], [1.82030, 3.49548, 2.29418], [0.35778, -2.53959, 0.90326], [7.22467, 5.39128, 2.25122], [-3.78850, -5.87213, -3.45199], [0.18395, -1.99165, 2.24785], [7.90688, 4.66960, 1.80191], [-3.92640, -3.50782, 0.40956], [2.94041, -1.34958, -0.99370], [-0.84086, -6.58128, -3.57448], [-2.41343, 4.12821, 1.14106], [-2.09252, 3.79987, -2.25662], [-3.61324, 3.48059, -0.86601], [-2.50762, 1.02576, -4.11065], [3.20640, 5.20335, 0.31530], [-5.00907, 0.52007, 4.59330], [4.92675, 6.57718, 2.66158], [-3.35387, -5.20572, -2.70693], [4.03196, 1.91138, 2.72850], [0.93945, -1.71088, -0.23451], [-0.53349, -0.26196, -0.71043], [-2.12047, 2.24374, -0.47655], [-2.13078, -0.44917, -4.83997], [-2.22519, 0.00485, -3.85353], [-3.90549, 3.62478, 3.24792], [1.39176, 0.56312, 1.65277], [1.08182, 0.50067, -0.74347], [-0.80064, -5.78251, -2.83391], [0.81361, -3.86563, 0.90131], [6.19300, 4.93641, -0.09415], [2.32139, -1.40869, 2.72633], [3.49026, -3.69259, -5.60971], [4.10737, 6.92413, 2.03201], [-2.21628, 3.06879, 3.39246], [-4.94256, -1.32092, 0.46752], [4.07707, -5.63257, -5.46598], [0.39246, 0.40047, 1.24900], [3.12398, 2.67320, 0.30085], [1.90089, -2.21960, -6.17607], [-4.84830, -3.31772, 2.92758], [0.15555, -5.82024, -2.31201], [-1.02305, 3.94900, -2.40533], [-3.48605, -0.58591, -1.87368], [-3.90417, -4.52990, 0.78768], [-0.44356, -3.93010, 3.17219], [4.11964, 4.62107, -1.08421], [-2.53419, 2.06773, 0.37166], [-5.56559, -0.66585, -2.95043], [0.98197, -1.77640, -2.39925]], "homo_energy_ev": [-9.8417, -9.8416], "s_squared": 0.754, "gap_ev": [7.18, 3.06], "total_energy_ev": -58072.592, "charge": 1, "spin_multiplicity": 2}

---

Which value of charge does entry 3 give?
+1